[1]
The following is a quantum chemistry calculation of a molecular structure, C22H36BF16N2O24S5Zr2, from the OMol25 dataset.

```
108
C22H36BF16N2O24S5Zr2 | the OMol25 dataset | ωB97M-V with the def2-TZVPD basis set
Zr -1.020 -1.636 1.891
Zr -1.828 2.251 2.168
S 1.751 2.026 -4.180
S -0.264 2.859 5.106
S 0.395 0.665 4.366
S 0.389 4.753 1.467
S -1.542 5.122 0.234
F -0.315 -5.825 3.343
F 1.083 3.435 1.992
F 4.395 -4.483 -2.317
F 6.984 -0.974 1.732
F -3.048 4.631 0.098
F 0.920 -6.710 1.780
F -5.820 2.488 0.212
F 6.701 0.204 -0.118
F 3.100 -4.269 -0.681
F -5.359 0.547 1.075
F 5.605 -1.570 0.150
F -6.127 0.691 -0.899
F 1.775 1.096 3.799
F 3.558 -2.498 -2.054
F -1.120 -7.287 2.027
F -0.961 4.129 4.452
O 1.306 5.058 0.378
O -3.878 1.307 -1.755
O 4.935 1.647 1.118
O -1.133 5.002 -1.182
O -1.156 2.559 6.181
O 0.397 1.519 -4.033
O 1.542 -3.255 -3.506
O 0.520 5.522 2.685
O 0.983 -1.635 0.816
O -2.918 1.724 0.279
O -1.112 -5.593 -0.136
O 1.087 3.294 5.297
O -0.006 -0.459 3.531
O -1.554 6.475 0.868
O 0.743 0.423 5.758
O 1.742 3.690 -4.291
O 4.431 -0.087 2.485
O -0.354 0.799 1.105
O 2.603 2.110 -2.740
O -0.711 -3.988 1.350
O -2.576 0.166 2.752
O -2.123 -2.578 3.540
O 1.823 -5.510 -3.008
O 2.536 1.584 -5.325
N -1.126 3.889 1.152
N -0.565 2.021 3.762
C -3.526 -0.512 3.615
C 3.354 -3.825 -1.975
C -2.705 1.448 -2.549
C -0.295 -6.295 2.107
C 4.828 3.661 2.598
C 0.500 0.712 0.009
C 6.107 -0.523 0.773
C 1.678 4.335 -3.076
C -3.838 1.428 -0.490
C 2.120 -4.315 -2.847
C 4.030 2.606 1.808
C 0.411 -3.439 -4.442
C -3.078 1.610 -4.059
C -0.050 -2.027 -4.811
C -3.151 -1.928 4.254
C 1.392 -0.570 -0.055
C 2.559 3.437 -2.235
C 4.996 0.355 1.476
C -5.313 1.271 -0.032
C -0.734 -5.193 1.112
C -1.576 -4.796 -1.232
C -3.074 -4.943 -1.486
B -2.419 -1.810 0.142
H -1.084 -1.946 -5.146
H 3.305 2.257 2.544
H 3.571 3.774 -2.011
H 2.102 5.334 -3.185
H 0.783 -3.948 -5.331
H -3.830 2.393 -4.160
H -3.026 -1.767 5.325
H 2.379 -0.448 0.391
H -4.487 -0.724 3.146
H 2.092 3.331 -1.255
H -1.104 -5.157 -2.146
H -0.376 -4.007 -3.945
H -1.372 -1.728 -0.108
H -3.262 -5.966 -1.814
H 1.461 -0.926 -1.083
H -3.046 -1.998 -0.715
H 0.398 -1.847 -5.788
H -2.166 2.349 -2.255
H 0.654 4.247 -2.715
H -3.255 -4.257 -2.314
H -2.597 -2.522 0.933
H 0.145 -1.325 -4.000
H -4.012 -2.592 4.180
H -3.635 -4.679 -0.590
H -0.240 0.821 -0.783
H 4.132 4.093 3.317
H -1.355 -3.732 -1.152
H -3.837 0.198 4.380
H -3.659 0.748 -4.387
H 1.115 1.610 -0.046
H 5.208 4.416 1.909
H -2.278 1.922 -4.731
H 3.511 3.089 0.980
H 5.706 3.278 3.117
H -2.135 0.531 -2.397
H -2.706 -0.836 0.507
```

As for the energy above the lowest of the compared OMol25 structures with the same formula, charge and spin: 0.0 kcal/mol. As for the orbital gap: 0.2076 Eh. As for the HOMO energy: -11.9188 eV. For the largest force on an atom, the calculation gives 0.178 Eh/bohr. Its spin multiplicity is 1. The calculation puts the total energy at -6482.4832 Eh. The charge is +1.



[2]
The following is a quantum chemistry calculation of a molecular structure, C22H36BNO6PPd, from the OMol25 dataset.

```
68
C22H36BNO6PPd | the OMol25 dataset | ωB97M-V with the def2-TZVPD basis set
Pd -0.996 -0.579 -0.673
P 0.870 0.117 -1.952
O -2.366 -1.407 0.892
O -1.835 0.525 -3.595
O -1.734 2.768 -3.451
O -1.655 -0.470 3.025
O -4.345 -0.918 1.936
O -0.408 -2.163 2.096
N -2.752 0.623 -0.917
C 1.981 2.661 -2.844
C 0.011 -2.038 3.474
C 0.229 -1.780 -3.826
C -4.030 2.472 -1.741
C 3.756 0.062 -1.578
C 0.482 0.494 3.433
C -4.952 2.349 -0.678
C -0.891 -0.439 5.299
C 2.270 -0.455 -4.414
C 2.438 -0.655 -1.284
C 2.345 -0.948 0.209
C 1.112 2.443 -0.469
C -0.486 -0.607 3.847
C -3.585 -0.589 1.038
C 0.908 -0.413 -3.723
C -3.679 0.458 0.101
C -2.098 1.632 -3.082
C -4.793 1.338 0.219
C 1.511 -2.227 3.571
C -2.985 1.578 -1.834
C -0.711 -3.131 4.252
C 0.996 1.954 -1.914
B -1.504 -1.326 1.959
H 3.911 0.248 -2.638
H 2.040 -1.557 2.899
H 1.757 3.731 -2.834
H 0.783 -2.546 -3.271
H 2.800 0.494 -4.393
H 3.801 1.020 -1.059
H -0.395 -3.156 5.296
H -5.784 3.038 -0.586
H 1.847 -2.033 4.593
H 2.125 -0.725 -5.463
H -0.042 -0.629 5.961
H 0.351 1.981 0.162
H 3.180 -1.584 0.521
H 1.417 0.452 3.995
H 2.924 -1.217 -3.978
H -1.231 0.584 5.462
H 0.010 1.460 3.615
H 0.004 2.244 -2.273
H 3.020 2.534 -2.539
H 2.457 -1.619 -1.806
H 0.192 -2.094 -4.873
H -4.107 3.233 -2.504
H -1.704 -1.113 5.561
H 0.703 0.423 2.369
H -1.792 -2.987 4.216
H -0.477 -4.092 3.793
H 2.094 2.228 -0.037
H -5.477 1.171 1.040
H 4.595 -0.542 -1.218
H 1.869 2.329 -3.874
H 0.250 0.309 -4.211
H 2.407 -0.020 0.783
H 1.414 -1.447 0.479
H 1.774 -3.255 3.316
H -0.788 -1.721 -3.447
H 0.967 3.525 -0.435
```

As for the energy above the lowest of the compared OMol25 structures with the same formula, charge and spin: 0.0 kcal/mol. As for the orbital gap (alpha / beta): 0.1737 / 0.2720 Eh. As for the HOMO energy (alpha / beta): -2.2877 / -4.9789 eV. For the largest force on an atom, the calculation gives 0.009 Eh/bohr. The expectation value of S² is 2.025. Its spin multiplicity is 3. The calculation puts the total energy at -1860.4176 Eh. The charge is -1.



[3]
The following is a quantum chemistry calculation of a molecular structure, C22H36ClF16NO6Si2, from the OMol25 dataset.

```
84
C22H36ClF16NO6Si2 | the OMol25 dataset | ωB97M-V with the def2-TZVPD basis set
Cl 2.666 -0.989 -1.192
Si -0.458 2.838 1.860
Si 0.054 1.225 -0.563
F 2.050 -5.230 3.179
F -5.584 -5.051 -0.872
F -1.982 -2.509 0.991
F 1.794 -2.991 4.797
F 2.959 -1.509 5.902
F 1.292 -2.701 2.200
F 2.676 -5.742 1.168
F -5.293 -6.883 2.094
F 3.799 -1.684 3.349
F 5.236 -2.397 4.858
F -7.030 -6.385 0.081
F -5.835 -4.791 1.924
F -3.836 -1.196 -0.371
F -5.386 -2.615 0.231
F -2.948 -3.724 -0.568
F 0.314 -4.406 1.248
O 0.241 5.995 -1.892
O 3.712 -4.099 2.187
O -0.645 1.476 0.933
O -0.866 5.032 0.396
O 2.880 4.997 -3.009
O -3.816 -5.494 1.254
N -1.803 2.157 -4.076
C -5.142 -5.772 1.334
C -1.679 5.823 -0.452
C 1.558 6.352 -1.529
C -3.123 -3.180 0.652
C -0.054 -0.640 -0.811
C -5.717 -6.109 -0.050
C -0.777 6.741 -1.272
C 3.009 -2.721 5.313
C 4.008 4.167 -3.218
C -0.873 2.249 -1.844
C 3.648 2.986 -4.125
C 4.068 -2.686 4.204
C 2.514 -4.713 2.033
C -1.507 1.537 -3.020
C 1.491 -3.763 1.398
C -1.615 4.212 1.280
C 0.804 -1.153 -3.188
C 0.968 -1.381 -1.682
C -3.275 -4.275 1.714
C 4.345 -3.986 3.441
C 2.483 5.136 -1.662
C -4.196 -2.088 0.578
H 1.930 4.241 -1.328
H -0.191 3.023 -2.247
H 4.805 4.772 -3.677
H -2.280 5.175 -1.119
H 4.392 3.798 -2.253
H -2.370 6.430 0.160
H -2.505 3.806 0.764
H 0.928 3.336 1.720
H -2.236 1.526 -4.747
H -1.977 4.790 2.152
H -0.350 7.526 -0.625
H 1.577 6.708 -0.486
H 1.483 -1.803 -3.759
H 3.261 -3.473 6.065
H 0.003 -1.043 0.218
H -1.680 2.808 -1.333
H 4.553 2.410 -4.373
H 5.409 -3.948 3.213
H 2.934 2.310 -3.632
H 1.458 1.671 -0.517
H -0.233 -1.388 -3.480
H -4.289 -1.570 1.536
H 4.164 -4.856 4.073
H 0.872 -2.459 -1.472
H -1.717 0.462 -2.920
H 1.017 -0.111 -3.462
H -2.252 -4.515 2.004
H -0.740 2.516 3.274
H -5.199 -6.971 -0.470
H -3.799 -3.899 2.592
H 3.201 3.348 -5.065
H -1.061 -0.916 -1.181
H 3.366 5.267 -1.009
H 1.842 -3.423 0.422
H 1.934 7.159 -2.185
H -1.380 7.234 -2.054
```

As for the orbital gap: 0.3617 Eh. As for the HOMO energy: -9.3480 eV. For the largest force on an atom, the calculation gives 0.011 Eh/bohr. Its spin multiplicity is 1. The calculation puts the total energy at -4003.1598 Eh.



[4]
The following is a quantum chemistry calculation of a molecular structure, C22H36MnN4O8P2SSi2, from the OMol25 dataset.

```
76
C22H36MnN4O8P2SSi2 | the OMol25 dataset | ωB97M-V with the def2-TZVPD basis set
Mn 0.386 -0.067 0.493
S 2.047 1.425 -0.606
P 2.785 -1.718 2.521
P 1.100 -0.293 4.200
Si -3.367 -0.774 -1.263
Si -1.367 1.013 -3.091
O 0.402 -2.730 3.082
O 3.819 -0.716 3.164
O 0.910 0.388 2.886
O 2.229 0.170 5.066
O -0.264 -0.315 5.069
O 3.704 -3.054 2.358
O 2.291 -1.363 1.175
O -1.093 -0.915 1.436
N 0.060 2.953 0.432
N 0.341 -1.537 -1.216
N 1.718 4.050 -0.731
N -0.520 1.801 0.865
C -3.820 0.481 4.205
C -2.483 0.917 -4.682
C 1.129 -2.612 -1.326
C -1.940 -0.431 2.300
C -1.643 -0.313 -1.814
C -1.096 -2.526 -2.845
C -3.317 -2.432 -0.306
C -4.158 0.608 -0.210
C 1.152 2.872 -0.247
C -0.783 -1.483 -1.964
C -1.750 2.773 -2.446
C -2.149 0.984 2.495
C 0.379 0.898 -3.869
C -3.097 1.384 3.458
C -0.269 -3.625 -2.965
C -4.727 -1.118 -2.610
C -2.665 -1.318 3.111
C -1.410 1.983 1.823
C 1.449 -2.082 3.751
C 0.873 -3.677 -2.164
C 1.937 -2.918 4.914
C -3.609 -0.881 4.030
H -1.037 -0.396 4.496
H -2.500 -2.378 2.961
H -0.494 -4.419 -3.667
H -0.015 -2.096 2.454
H -4.142 -2.553 0.390
H -1.548 3.012 2.161
H 2.013 -2.614 -0.701
H -3.377 1.187 0.265
H -3.319 -3.289 -0.976
H -1.202 2.962 -1.532
H -5.019 -0.195 -3.100
H -4.376 -1.795 -3.383
H 1.136 0.996 -3.099
H -5.621 -1.556 -2.174
H 1.547 -4.526 -2.193
H -1.986 -2.423 -3.448
H -3.524 1.103 -4.446
H 2.702 -2.358 5.447
H 3.332 -0.159 3.832
H 3.741 -3.222 1.415
H 0.512 -0.077 -4.332
H -2.184 1.652 -5.425
H -4.758 1.285 -0.810
H 0.562 1.650 -4.634
H -2.431 -0.060 -5.152
H -4.790 0.211 0.577
H -4.176 -1.603 4.606
H 2.355 -3.863 4.566
H 2.301 3.866 -1.536
H -1.495 3.547 -3.167
H -2.396 -2.459 0.263
H -2.807 2.865 -2.214
H 1.032 4.775 -0.877
H 1.108 -3.114 5.595
H -3.237 2.446 3.614
H -4.547 0.832 4.926
```

As for the orbital gap (alpha / beta): 0.2123 / 0.2145 Eh. As for the HOMO energy (alpha / beta): -1.1217 / -1.1841 eV. For the largest force on an atom, the calculation gives 0.060 Eh/bohr. The expectation value of S² is 8.756. Its spin multiplicity is 6. The calculation puts the total energy at -4492.1990 Eh. The charge is -2.



[5]
The following is a quantum chemistry calculation of a single C22H36N4O5 molecule, from the OMol25 dataset.

```
67
C22H36N4O5 | the OMol25 dataset | ωB97M-V with the def2-TZVPD basis set
O 1.210 4.109 1.318
O -2.255 -1.098 -1.944
O -2.294 2.683 0.596
O 2.369 1.776 1.028
O 2.068 0.581 -1.857
N 0.514 2.993 0.845
N -1.921 0.849 -0.724
N 3.559 -0.741 -0.830
N -3.945 -0.058 -0.789
C -0.499 0.982 -0.969
C 0.336 0.653 0.284
C -2.673 1.682 0.028
C -4.496 0.774 1.472
C -1.911 -4.108 0.576
C -2.684 -0.219 -1.240
C 2.341 -0.165 -0.931
C -0.388 -4.085 0.452
C -4.095 1.122 0.036
C -5.055 2.144 -0.577
C -1.218 -2.044 1.520
C 4.630 -0.221 -1.661
C 4.069 -1.511 0.282
C 6.058 -0.012 0.387
C 0.047 -2.671 0.902
C 1.180 1.841 0.743
C 4.904 -0.606 1.192
C 5.506 0.720 -0.834
C -2.165 -3.213 1.782
C 1.288 -0.545 0.117
C 0.621 -1.873 -0.274
C -5.010 -0.969 -1.111
H -6.083 1.797 -0.500
H -0.066 -4.300 -0.565
H 4.268 0.201 1.558
H 1.383 -2.491 -0.757
H -0.351 0.438 1.109
H 3.263 -1.990 0.833
H -3.858 -0.016 1.863
H -0.493 3.127 0.781
H 2.122 3.767 1.425
H -2.361 -3.663 -0.312
H -2.305 -5.116 0.701
H 4.706 -2.303 -0.132
H 6.729 -0.813 0.063
H 5.219 -1.063 -2.040
H 0.822 -2.758 1.672
H 1.783 -0.663 1.084
H -5.815 -0.454 -1.639
H -0.166 -1.707 -1.010
H -1.884 -3.732 2.700
H -0.295 1.998 -1.311
H 5.280 -1.176 2.043
H -1.685 -1.382 0.792
H 4.889 1.557 -0.503
H 6.633 0.676 1.008
H -5.531 0.446 1.511
H -4.958 3.085 -0.044
H -3.205 -2.898 1.869
H -4.594 -1.740 -1.757
H 6.318 1.106 -1.451
H -1.001 -1.475 2.425
H -5.409 -1.433 -0.207
H -0.254 0.299 -1.782
H -4.381 1.656 2.096
H -4.812 2.309 -1.624
H 0.047 -4.838 1.110
H 4.175 0.309 -2.498
```

As for the energy above the lowest of the compared OMol25 structures with the same formula, charge and spin: 0.8 kcal/mol. As for the orbital gap: 0.3421 Eh. As for the HOMO energy: -8.7818 eV. For the largest force on an atom, the calculation gives 0.013 Eh/bohr. Its spin multiplicity is 1. The calculation puts the total energy at -1455.2092 Eh.



[6]
The following is a quantum chemistry calculation of a molecular structure, C22H36N4OScTe, from the OMol25 dataset.

```
65
C22H36N4OScTe | the OMol25 dataset | ωB97M-V with the def2-TZVPD basis set
Te 3.321 0.273 -1.884
Sc 0.709 1.904 -1.273
O 0.194 3.861 -1.206
N -1.821 3.762 -2.279
N -0.622 0.420 -1.762
N 0.582 1.341 0.720
N -0.587 5.694 -2.313
C -0.789 -1.807 -0.770
C -0.161 0.069 3.147
C -1.290 -1.464 -3.089
C -1.926 -4.216 -3.516
C -2.027 0.226 4.841
C 0.302 -0.154 5.586
C 0.033 -4.583 -1.957
C 1.008 1.792 1.955
C -0.472 -0.446 -0.651
C 4.402 0.401 0.023
C -0.499 -0.478 1.904
C -2.226 -4.401 -1.024
C -0.749 4.444 -1.912
C -0.704 -0.468 4.488
C -1.318 -3.897 -2.152
C -1.172 -2.368 -2.022
C -0.103 0.141 0.650
C -1.100 -0.076 -2.902
C -0.937 -1.973 4.409
C 4.617 1.456 -3.144
C 0.463 6.603 -1.819
C 0.769 1.133 3.114
H 1.555 2.714 1.948
H -2.336 0.032 5.857
H -2.899 -3.791 -3.701
H 5.468 0.405 -0.161
H -1.756 -4.132 -0.031
H 0.477 -4.124 -1.004
H -1.341 -3.806 -4.390
H 0.018 -2.532 4.173
H -0.594 -2.369 0.115
H -1.795 1.296 4.872
H -1.503 -1.825 -4.135
H 1.366 -0.347 5.332
H 1.258 1.583 3.980
H 0.059 -0.726 6.486
H 4.067 -0.433 0.626
H -1.378 0.660 -3.701
H 0.639 7.415 -2.593
H 0.745 -4.413 -2.732
H 1.356 6.020 -1.653
H -1.189 -1.286 1.858
H -2.774 0.171 4.041
H -3.253 -4.050 -0.952
H 4.078 1.339 0.504
H -1.391 6.143 -2.766
H 5.281 2.150 -2.561
H -0.086 -5.679 -1.845
H 4.013 2.089 -3.809
H -1.641 -2.341 3.605
H -2.032 -5.347 -3.564
H -2.167 -5.498 -1.083
H -2.578 4.215 -2.790
H 0.407 0.891 5.826
H -2.086 2.896 -1.768
H 5.205 0.715 -3.685
H 0.232 7.074 -0.851
H -1.320 -2.300 5.390
```

As for the energy above the lowest of the compared OMol25 structures with the same formula, charge and spin: 28.5 kcal/mol. As for the orbital gap: 0.2804 Eh. As for the HOMO energy: -17.7002 eV. For the largest force on an atom, the calculation gives 0.066 Eh/bohr. Its spin multiplicity is 1. The calculation puts the total energy at -2182.0578 Eh. The charge is +3.